Record 1
120
Properties=species:S:1:pos:R:3 method="wB97M-V/def2-TZVPD" homo_lumo_gap_ev=9.39 total_energy_ev=-68506.7437 smiles="NC(N)=O.NC(N)=O.NC(N)=O.NC(N)=O.NC(N)=O.NC(N)=O.CC(C)O.CC(C)O.CC(C)O.CC(C)O.CC(C)O.CC(C)O" e_above_lowest_kj_mol=687.1
C 8.270 -1.693 0.045
O 8.011 -2.764 -0.496
N 7.787 -0.562 -0.367
N 9.001 -1.571 1.084
H 7.975 0.342 0.042
H 7.088 -0.685 -1.085
H 9.310 -2.405 1.562
H 9.100 -0.614 1.390
C -1.035 8.780 2.385
O -0.720 9.084 3.523
N -0.345 7.976 1.691
N -2.132 9.057 1.754
H -0.795 7.764 0.812
H 0.512 7.477 1.882
H -2.793 9.706 2.157
H -2.307 8.494 0.934
C 3.952 3.975 -4.575
O 4.470 4.246 -3.543
N 2.868 3.271 -4.761
N 4.498 4.241 -5.751
H 2.466 2.859 -3.931
H 2.465 3.173 -5.683
H 4.004 3.940 -6.579
H 5.434 4.620 -5.738
C 3.594 -3.125 -5.552
O 2.418 -2.714 -5.582
N 3.811 -4.084 -4.746
N 4.577 -2.710 -6.251
H 3.044 -4.374 -4.157
H 4.771 -4.196 -4.452
H 4.491 -1.948 -6.908
H 5.389 -3.311 -6.264
C 7.659 5.441 3.206
O 7.945 4.282 2.947
N 6.779 6.159 2.557
N 8.378 6.168 3.967
H 6.555 7.086 2.891
H 6.479 5.739 1.689
H 9.199 5.843 4.456
H 8.043 7.119 3.915
C -5.621 -1.330 -5.156
O -5.358 -1.311 -3.948
N -6.745 -0.936 -5.694
N -4.842 -1.871 -6.076
H -7.470 -0.396 -5.242
H -6.999 -1.101 -6.658
H -3.912 -2.242 -5.939
H -5.317 -1.878 -6.968
C 0.805 -4.447 7.171
C 1.290 -4.458 8.560
C 2.337 -3.301 8.836
O 0.220 -4.441 9.531
H 1.670 -4.654 6.541
H 0.334 -3.496 6.924
H 0.049 -5.218 7.018
H 1.913 -5.346 8.670
H 2.964 -3.425 9.719
H 1.775 -2.419 9.143
H 2.962 -3.197 7.949
H 0.583 -4.407 10.419
C -1.472 7.345 -5.635
C -2.682 6.605 -5.074
C -3.229 5.391 -5.907
O -2.495 6.150 -3.754
H -1.266 8.321 -5.197
H -1.683 7.558 -6.683
H -0.642 6.638 -5.611
H -3.467 7.353 -4.968
H -2.431 4.688 -6.147
H -3.566 5.792 -6.863
H -4.053 4.910 -5.379
H -2.185 5.244 -3.678
C 1.797 -10.572 -2.466
C 0.772 -9.736 -1.594
C 1.422 -8.997 -0.453
O 0.157 -8.796 -2.454
H 2.652 -9.911 -2.613
H 1.396 -10.773 -3.460
H 2.050 -11.536 -2.024
H 0.093 -10.472 -1.162
H 2.087 -8.235 -0.859
H 2.011 -9.693 0.144
H 0.698 -8.444 0.146
H -0.639 -8.550 -1.977
C -4.876 -6.940 3.016
C -5.240 -5.689 2.185
C -4.687 -4.401 2.805
O -4.680 -5.824 0.904
H -3.804 -7.112 3.117
H -5.281 -7.840 2.552
H -5.331 -6.878 4.004
H -6.305 -5.503 2.043
H -4.948 -3.610 2.101
H -3.615 -4.482 2.984
H -5.142 -4.122 3.755
H -4.845 -4.958 0.524
C 0.606 -1.176 0.628
C 0.055 0.213 0.897
C 1.116 1.222 1.431
O -0.573 0.850 -0.255
H 1.454 -1.055 -0.046
H -0.197 -1.705 0.113
H 0.919 -1.794 1.469
H -0.680 0.257 1.701
H 0.592 2.075 1.862
H 1.759 1.747 0.725
H 1.776 0.747 2.157
H -1.243 0.274 -0.630
C -7.347 5.258 1.482
C -7.241 4.189 2.566
C -5.843 4.056 3.151
O -8.199 4.435 3.588
H -6.669 5.019 0.663
H -7.196 6.248 1.913
H -8.369 5.275 1.103
H -7.541 3.230 2.144
H -5.819 3.412 4.029
H -5.519 5.064 3.407
H -5.219 3.736 2.316
H -8.051 5.291 3.997

Record 2
116
Properties=species:S:1:pos:R:3 method="wB97M-V/def2-TZVPD" homo_lumo_gap_ev=7.95 total_energy_ev=-89254.4156 e_above_lowest_kj_mol=3289.5
O 7.400 1.143 2.499
P 6.609 1.116 1.282
N 7.355 1.241 -0.299
C 6.656 1.052 -1.585
C 8.818 1.617 -0.463
N 5.448 2.450 1.200
C 4.318 2.460 0.237
C 4.997 3.113 2.400
N 5.545 -0.284 1.122
C 4.718 -0.603 2.191
C 5.884 -1.500 0.298
H 6.464 2.019 -2.051
H 5.751 0.446 -1.531
H 7.399 0.500 -2.161
H 9.022 2.507 0.133
H 9.029 1.863 -1.504
H 9.420 0.812 -0.042
H 3.735 1.541 0.182
H 3.711 3.362 0.314
H 4.733 2.387 -0.768
H 5.383 2.557 3.254
H 5.558 4.048 2.396
H 3.915 3.203 2.496
H 5.308 -0.863 3.070
H 4.188 0.257 2.598
H 4.019 -1.406 1.959
H 5.302 -1.675 -0.607
H 5.633 -2.388 0.879
H 6.935 -1.436 0.016
O -4.794 3.850 -0.163
P -4.909 2.737 -1.113
N -4.471 2.961 -2.792
C -5.344 3.862 -3.614
C -2.978 2.984 -3.039
N -6.506 2.185 -1.187
C -6.816 0.932 -1.856
C -7.531 2.515 -0.177
N -4.153 1.288 -0.593
C -3.590 0.275 -1.463
C -4.350 0.820 0.786
H -6.394 3.623 -3.447
H -5.150 3.611 -4.657
H -5.151 4.929 -3.508
H -2.475 2.018 -3.007
H -2.419 3.756 -2.510
H -2.867 3.342 -4.063
H -7.895 0.887 -2.003
H -6.346 0.772 -2.827
H -6.347 0.070 -1.382
H -7.030 2.982 0.671
H -8.403 3.139 -0.373
H -7.964 1.578 0.171
H -3.700 -0.756 -1.128
H -3.981 0.330 -2.479
H -2.507 0.367 -1.532
H -5.363 0.469 0.979
H -4.321 1.722 1.398
H -3.617 0.070 1.085
O 0.165 -2.913 -1.747
P -0.690 -3.492 -0.660
N -0.246 -5.166 -0.375
C 0.907 -5.725 -1.083
C -0.711 -5.938 0.812
N -2.290 -3.587 -1.145
C -2.769 -4.798 -1.686
C -3.283 -2.464 -1.403
N -0.601 -2.791 0.896
C 0.715 -2.655 1.505
C -1.775 -2.839 1.794
H 0.932 -5.291 -2.083
H 0.704 -6.789 -1.206
H 1.892 -5.502 -0.673
H -1.013 -6.939 0.504
H -1.623 -5.617 1.315
H 0.116 -6.032 1.516
H -2.426 -5.691 -1.163
H -3.835 -4.753 -1.912
H -2.387 -4.625 -2.691
H -4.292 -2.736 -1.712
H -3.332 -2.017 -0.409
H -2.995 -1.722 -2.147
H 0.756 -1.838 2.224
H 1.056 -3.605 1.918
H 1.442 -2.299 0.775
H -2.217 -1.845 1.862
H -1.616 -3.187 2.815
H -2.606 -3.450 1.441
O 0.394 1.611 3.004
P 0.248 1.233 1.613
N 1.040 2.263 0.471
C 0.611 3.674 0.275
C 2.563 2.189 0.509
N -1.388 1.260 1.186
C -1.877 1.103 -0.234
C -2.401 0.958 2.257
N 0.865 -0.346 1.397
C 1.315 -1.121 2.583
C 1.031 -0.933 0.080
H 0.615 4.169 1.246
H -0.413 3.842 -0.059
H 1.242 4.012 -0.547
H 2.845 1.136 0.493
H 3.009 2.536 1.442
H 3.132 2.782 -0.206
H -1.825 2.076 -0.722
H -1.262 0.392 -0.786
H -2.914 0.769 -0.257
H -2.272 1.713 3.032
H -3.400 1.233 1.919
H -2.341 -0.118 2.422
H 0.364 -1.422 3.022
H 1.981 -1.943 2.320
H 1.847 -0.395 3.198
H 0.065 -1.396 -0.123
H 1.838 -1.661 0.161
H 1.230 -0.167 -0.670